[1]
Here is a molecular structure, C46H57AgBrF4NO6P2S2Si3 from the OMol25 dataset. Energies are from ωB97M-V with the def2-TZVPD basis set.

Output
LUMO energy, eV: 3.82
Total energy, eV: -211203.2887
HOMO level, eV: -2.458
Charge: -2
Frontier orbital gap, eV: 6.3

Element x y z (Å)
Ag (0.29474, -0.12932, -0.05788)
C (1.02494, -3.08804, -2.53450)
Si (2.06056, -2.85612, -0.95810)
C (2.90138, -4.54589, -0.71503)
C (3.48737, -1.70476, -1.40624)
C (1.03828, -2.31031, 0.46341)
Si (1.90096, -2.20450, 2.08427)
C (3.67322, -1.55675, 1.94028)
C (1.04149, -1.09969, 3.34954)
C (2.10712, -3.89726, 2.92885)
Si (-0.57867, -3.13567, 0.58391)
C (-0.58475, -5.01574, 0.28941)
C (-1.50649, -2.89544, 2.19212)
C (-1.81218, -2.45933, -0.73277)
C (-2.82340, -3.22175, -1.32065)
C (-3.71943, -2.63590, -2.19739)
C (-3.60314, -1.28150, -2.46780)
C (-2.58264, -0.58188, -1.84560)
N (-1.71292, -1.15058, -1.01753)
H (1.67885, -3.13642, -3.40941)
H (0.32553, -2.26237, -2.67879)
H (0.44135, -4.01169, -2.50273)
H (3.42360, -4.84278, -1.63018)
H (2.18275, -5.32876, -0.46348)
H (3.64093, -4.50045, 0.08816)
H (3.78485, -1.84587, -2.44853)
H (4.36157, -1.89481, -0.78247)
H (3.20221, -0.66037, -1.27890)
H (3.71319, -0.59132, 1.43241)
H (4.31918, -2.24856, 1.39686)
H (4.08827, -1.43141, 2.94459)
H (0.33486, -0.40957, 2.87948)
H (1.76970, -0.51349, 3.91774)
H (0.44462, -1.66615, 4.06824)
H (2.65319, -4.59116, 2.28552)
H (1.13849, -4.34706, 3.15940)
H (2.65736, -3.79787, 3.86934)
H (0.15900, -5.48622, 0.93638)
H (-0.34533, -5.28576, -0.74182)
H (-1.55814, -5.44693, 0.54023)
H (-1.01618, -3.38675, 3.03523)
H (-2.51126, -3.31843, 2.10214)
H (-1.62057, -1.84057, 2.44752)
H (-2.89740, -4.27579, -1.08468)
H (-4.50317, -3.22435, -2.66127)
H (-4.27908, -0.77413, -3.14393)
H (-2.45007, 0.47930, -2.02507)
F (4.35118, 5.79053, -0.06142)
C (3.19898, 5.13086, -0.21215)
C (2.25182, 5.58178, -1.09915)
F (2.47528, 6.69410, -1.81017)
C (1.06147, 4.88888, -1.23808)
F (0.17023, 5.44317, -2.07094)
C (0.78012, 3.72630, -0.54196)
P (-0.72760, 2.68620, -0.82682)
C (-1.21009, 2.93047, -2.59973)
C (-0.81615, 1.93085, -3.48522)
C (-1.21002, 1.95438, -4.81636)
C (-2.03747, 2.96643, -5.27423)
C (-2.46809, 3.95030, -4.39283)
C (-2.05962, 3.93164, -3.06905)
C (-2.01068, 3.76854, -0.07273)
C (-1.73224, 4.90346, 0.67877)
C (-2.75999, 5.68247, 1.19734)
C (-4.08115, 5.34245, 0.96129)
C (-4.37089, 4.19921, 0.22522)
C (-3.34612, 3.41487, -0.26964)
C (1.75008, 3.31310, 0.37769)
Br (1.52954, 1.81371, 1.50107)
C (2.93531, 3.99888, 0.53545)
F (3.86769, 3.59866, 1.40585)
H (-0.17267, 1.14583, -3.12029)
H (-0.86300, 1.17660, -5.48558)
H (-2.35235, 2.98975, -6.31086)
H (-3.12304, 4.74167, -4.73732)
H (-2.41012, 4.70429, -2.39862)
H (-0.70456, 5.19123, 0.86410)
H (-2.51987, 6.55849, 1.78750)
H (-4.88222, 5.94948, 1.36493)
H (-5.39940, 3.90426, 0.05875)
H (-3.58656, 2.51528, -0.82612)
O (3.20547, 2.72473, -2.42294)
C (2.51728, 1.70614, -2.60484)
O (1.58885, 1.27430, -1.86321)
C (2.81592, 0.89701, -3.86754)
C (2.09663, -0.24866, -4.17242)
C (2.34156, -0.99310, -5.33062)
C (3.34246, -0.53669, -6.14954)
O (3.78408, -1.07425, -7.34345)
C (4.86988, -0.25383, -7.75637)
O (5.00683, 0.82265, -6.84369)
C (4.07046, 0.59644, -5.84717)
C (3.83637, 1.33822, -4.72073)
H (1.35446, -0.58753, -3.46530)
H (1.78514, -1.89176, -5.55927)
H (4.66087, 0.14176, -8.75529)
H (5.79047, -0.84860, -7.75990)
H (4.38638, 2.23430, -4.47154)
C (-1.02614, 3.65751, 4.31072)
C (-1.13626, 2.58232, 5.38089)
C (0.05975, 1.64595, 5.37384)
O (-2.40649, 1.92346, 5.27760)
P (-2.75113, 0.57638, 4.41764)
S (-2.19480, -1.03689, 5.38589)
S (-2.16174, 0.81985, 2.53830)
O (-4.36279, 0.62242, 4.59395)
C (-5.32324, 1.65462, 4.35984)
C (-5.30714, 2.70716, 5.46085)
C (-5.23186, 2.28306, 2.98317)
H (-0.13357, 4.26566, 4.48197)
H (-1.90438, 4.30666, 4.32936)
H (-0.96396, 3.19625, 3.32585)
H (-1.18573, 3.06897, 6.36280)
H (0.17132, 1.16773, 4.40131)
H (-0.04989, 0.86141, 6.12025)
H (0.96180, 2.22785, 5.58198)
H (-6.27327, 1.11126, 4.42948)
H (-4.40768, 3.31546, 5.39809)
H (-5.32894, 2.23097, 6.44120)
H (-6.18354, 3.35368, 5.35847)
H (-4.30991, 2.85007, 2.87219)
H (-6.08370, 2.95595, 2.84491)
H (-5.24167, 1.52321, 2.20254)

---

[2]
Here is a molecular structure, C5H8CsO3 in a non-equilibrium geometry from the OMol25 dataset. Energies are from ωB97M-V with the def2-TZVPD basis set.

Output
Multiplicity: 2
LUMO energy (spin up / spin down), eV: -0.92 / -0.92
Total energy, eV: -12001.9209
⟨S²⟩: 0.7539
HOMO level (spin up / spin down), eV: -6.607 / -7.139
Frontier orbital gap (spin up / spin down), eV: 5.7 / 6.2

Element x y z (Å)
Cs (-0.96443, 2.19691, 0.20368)
O (1.09694, -0.51811, 0.66988)
O (0.44233, -2.69266, 0.36864)
C (-0.97645, -2.69078, 0.36675)
C (-1.33688, -2.02987, -0.95809)
O (-0.41566, -0.96922, -1.04749)
C (0.95278, -1.49697, -0.15911)
H (-1.31849, -3.72938, 0.43802)
H (-1.34180, -2.09883, 1.22271)
H (-2.39179, -1.71576, -0.98665)
H (-1.19550, -2.74364, -1.78975)
C (2.15380, -1.83854, -1.06005)
C (3.36321, -2.27763, -0.31773)
H (1.82748, -2.61051, -1.77118)
H (2.36382, -0.92460, -1.63724)
H (3.97237, -1.55101, 0.22128)
H (3.56532, -3.33739, -0.15837)

---

[3]
Here is a molecular structure, C9H10AgN3Se from the OMol25 dataset. Energies are from ωB97M-V with the def2-TZVPD basis set.

Output
LUMO energy, eV: -0.19
Total energy, eV: -83311.0656
HOMO level, eV: -7.317
Frontier orbital gap, eV: 7.1

Element x y z (Å)
Ag (-0.80346, 0.30575, 0.90093)
Se (-3.22292, -0.11911, 0.91241)
C (-4.10357, 1.38841, 1.66666)
C (-3.40821, 2.38412, 2.34706)
C (-4.13307, 3.42198, 2.90519)
N (-5.44704, 3.54202, 2.80998)
C (-6.10320, 2.59856, 2.15297)
C (-5.48744, 1.50488, 1.57253)
H (-2.32103, 2.34092, 2.42997)
H (-3.63701, 4.20569, 3.46461)
H (-7.17568, 2.73455, 2.08915)
H (-6.05646, 0.75476, 1.04859)
C (-0.34543, -2.04438, 3.42411)
C (0.12443, -2.47918, 2.08725)
N (0.49487, -1.68415, 1.10537)
C (0.81362, -2.49470, 0.05216)
C (0.62630, -3.79651, 0.39977)
N (0.19682, -3.77010, 1.69870)
H (-0.08485, -0.99828, 3.57748)
H (0.10603, -2.64521, 4.21056)
H (-1.43062, -2.13682, 3.48235)
H (1.16875, -2.08599, -0.87244)
H (0.74157, -4.70939, -0.14988)
H (-0.07477, -4.56582, 2.25229)

---

Question: What is the total energy in the third record?
Answer: -83311.0656 eV